1.
90
Properties=species:S:1:pos:R:3:lowdin_spin:R:1 method="wB97M-V/def2-TZVPD" total_charge=+2 multiplicity=2 gap_ev="5.8 / 4.8" homo_energy_ev="-12.0 / -12.0" lumo_energy_ha="-0.230 / -0.266" largest_force_ev_per_a=2.695 energy_ha=-6580.669673 de_lowest_kj_mol=172.3
Br -2.478 -0.235 -1.463 0.020
Cu 2.723 0.438 1.160 -0.003
P 1.453 0.120 2.913 0.000
P -0.521 4.301 -0.351 0.001
P -3.014 -2.202 -2.428 0.050
N 7.395 -3.286 0.412 0.000
C 1.021 5.712 1.429 0.000
C 0.898 4.316 0.791 0.000
C -0.033 3.461 -1.909 0.000
C 2.926 2.210 4.089 0.000
C -0.185 -0.973 -2.893 0.347
C -2.154 -2.023 -3.952 0.364
C 0.966 -2.674 3.647 0.000
C -6.640 -3.787 -3.244 -0.001
C -1.813 3.183 0.315 0.000
C 1.403 -1.278 4.105 0.000
C 3.558 -1.336 0.719 -0.008
C 7.268 -2.164 1.117 0.000
C -5.289 -3.646 -2.923 0.007
C 0.561 0.202 -2.934 0.037
C -4.786 -2.369 -2.567 0.011
C 0.221 -2.026 -2.087 0.021
C 1.532 1.604 3.993 0.000
C 1.970 -0.634 -1.163 -0.011
C -2.531 -3.390 -1.170 0.000
C 3.222 -0.539 -0.412 0.002
C 1.196 -1.819 -1.124 0.015
C -0.242 0.255 2.240 0.000
C -3.206 3.624 -0.165 0.000
C 6.296 -3.863 -0.073 0.000
C -1.349 0.104 3.260 0.000
C -0.238 4.416 -3.094 0.000
C -7.496 -2.676 -3.197 0.005
C -7.002 -1.429 -2.784 0.001
C 6.028 -1.533 1.345 0.000
C 5.013 -3.322 0.118 0.000
C 4.865 -2.063 0.761 -0.001
C 1.629 0.394 -2.061 0.022
C -5.651 -1.265 -2.461 0.004
H 2.233 1.307 -2.091 0.003
H 4.162 -3.861 -0.298 0.000
H -1.199 0.715 4.153 0.000
H -0.124 -2.753 3.571 0.000
H 0.296 1.005 -3.614 0.004
H -1.669 -3.044 -0.589 0.000
H -1.465 -0.929 3.585 0.000
H 1.024 3.171 -1.820 0.000
H -1.595 2.159 -0.028 0.001
H 3.346 2.435 3.101 0.000
H -3.311 3.553 -1.255 0.000
H 0.177 5.927 2.096 0.000
H 1.790 4.078 0.193 0.000
H 1.478 -2.635 -0.450 0.002
H -7.022 -4.768 -3.542 0.000
H -1.125 -1.252 -3.718 0.085
H 2.418 -1.344 4.522 0.000
H 0.452 5.268 -3.032 0.000
H -0.313 1.229 1.734 0.000
H 1.936 5.784 2.023 0.000
H -7.677 -0.571 -2.729 0.000
H -3.976 2.983 0.281 0.000
H 2.888 3.141 4.667 0.000
H 4.074 -0.127 -0.961 0.000
H -2.305 0.415 2.833 0.000
H -4.614 -4.511 -2.958 0.000
H 2.786 -1.880 1.274 0.000
H 6.002 -0.612 1.920 0.000
H 1.396 -2.983 2.687 0.000
H -2.801 -1.648 -4.751 0.013
H -1.754 3.216 1.415 0.000
H 1.173 1.299 4.984 0.000
H 0.812 2.324 3.581 0.000
H 8.189 -1.737 1.523 0.000
H -0.303 -0.507 1.454 0.000
H 6.438 -4.786 -0.644 0.000
H -0.045 3.903 -4.043 0.000
H -2.307 -4.358 -1.639 0.000
H 3.615 1.523 4.591 0.000
H 1.295 -3.412 4.393 0.000
H -1.265 4.806 -3.127 0.000
H -0.222 -3.022 -2.171 0.001
H -8.541 -2.781 -3.501 0.000
H -0.634 2.544 -2.021 0.000
H -1.748 -3.000 -4.220 0.009
H -3.417 4.658 0.136 0.000
H 0.760 3.532 1.553 0.000
H 0.753 -0.949 4.931 0.000
H -5.250 -0.298 -2.130 0.000
H -3.385 -3.513 -0.486 0.000
H 1.056 6.499 0.665 0.000

---

2.
133
Properties=species:S:1:pos:R:3:mulliken_charge:R:1 method="wB97M-V/def2-TZVPD" gap_ev=9.0 smiles=COC[C@H](C)N.COC[C@H](C)N.COC[C@H](C)N.COC[C@H](C)N.COC[C@H](C)N.CC(C)O.CC(C)O.CO.CO.CO.CO homo_energy_ev=-8.5 lumo_energy_ha=0.018 largest_force_ev_per_a=3.579 energy_ha=-2296.402225 de_lowest_kj_mol=97.5
O -4.854 3.227 -0.043 -0.410
O 2.696 1.865 -4.827 -0.264
O -0.694 0.870 0.019 0.225
O 0.427 0.878 -5.818 -0.573
O 3.527 -3.047 2.911 -0.488
O -1.431 -2.698 -1.165 -0.555
O -0.792 3.468 -0.793 -0.126
O 3.476 3.645 1.970 -0.544
O -6.159 -1.372 1.732 -0.296
O -1.702 -2.026 4.149 -0.268
O 1.676 -4.507 1.599 -0.193
N -2.546 -1.225 1.039 0.237
N -2.720 5.356 -2.219 -0.530
N 3.943 2.897 -8.183 -0.789
N 2.628 -5.599 4.338 -0.727
N 1.924 -1.477 4.755 -0.612
C 2.886 2.483 -3.536 -0.524
C 0.912 4.992 -1.071 -1.508
C 0.171 4.121 -0.050 0.909
C 3.206 0.658 -7.678 -1.294
C -1.364 -1.887 -2.339 -0.637
C 2.670 -7.716 3.320 -1.788
C 3.166 2.091 -7.193 0.501
C -5.097 6.038 -1.509 -1.612
C -0.119 0.009 -4.912 -0.476
C -3.835 5.138 -1.300 0.731
C -4.110 -0.005 -0.323 -1.307
C 2.728 -6.256 3.028 1.338
C -0.536 4.812 1.132 -1.569
C 3.619 2.319 -5.788 -0.806
C -3.885 -0.735 1.013 0.921
C 1.487 -5.825 2.233 -1.091
C 0.518 0.287 -0.533 0.330
C -0.406 -2.352 4.758 -0.247
C 3.668 -1.820 0.856 -1.132
C -4.970 -1.864 1.226 -1.002
C 0.506 -3.919 0.971 -0.575
C 0.572 -0.571 3.078 0.317
C -2.627 -1.321 4.993 -0.787
C 3.722 2.269 1.858 -0.272
C 4.389 -2.543 2.002 0.346
C 0.565 -1.121 4.500 0.158
C 5.148 -3.757 1.384 -1.320
C -7.187 -2.339 1.891 -0.799
C -4.073 3.140 1.142 -0.305
C -4.099 3.614 -1.181 -0.442
H 4.513 -4.505 0.909 0.224
H -0.450 -0.245 2.885 0.022
H 1.180 4.488 -2.000 0.260
H -0.078 -3.126 4.065 -0.242
H 0.570 -5.860 2.819 0.384
H 4.447 -1.553 0.141 0.573
H -3.588 -1.301 4.479 0.196
H 0.140 -4.556 0.166 0.422
H 3.332 1.909 0.906 0.028
H 1.308 0.219 2.931 -0.247
H -4.627 -2.646 1.903 0.483
H -3.361 5.402 -0.355 -0.103
H 2.258 -2.135 4.065 0.265
H -1.881 -2.228 -0.459 0.296
H -1.347 4.201 -1.071 -0.104
H -0.551 0.425 -4.001 0.005
H -7.718 -2.439 0.945 0.272
H 0.164 -0.294 5.086 0.313
H 3.223 -0.865 1.135 -0.001
H 1.139 1.371 -5.403 0.446
H -2.634 -1.796 5.974 0.367
H 0.827 -2.992 0.496 -0.364
H 5.030 -1.814 2.498 0.476
H -7.741 -1.856 2.696 0.248
H -3.063 4.960 -3.082 0.255
H -1.917 -2.412 -3.118 0.378
H -3.250 2.426 1.109 -0.161
H 3.597 -8.114 3.734 0.430
H 2.769 -4.608 4.201 0.310
H -3.685 4.112 1.448 0.318
H 0.266 5.789 -1.439 0.334
H 5.768 -3.353 0.584 0.463
H 4.802 2.118 1.860 0.317
H -5.906 5.881 -0.796 0.360
H 0.625 0.626 -1.563 0.085
H 2.534 -0.032 -7.167 0.283
H -2.324 -0.284 5.134 0.295
H -3.170 3.050 -1.274 0.128
H 4.633 1.939 -5.661 0.312
H -4.902 7.105 -1.400 0.419
H 0.615 -0.728 -4.585 0.331
H 3.377 -5.956 4.914 0.271
H -5.138 0.353 -0.377 0.593
H -3.466 0.856 -0.500 -0.253
H -1.914 -0.958 -2.191 0.099
H -0.270 -3.746 1.717 0.447
H 4.900 2.620 -8.014 0.293
H 2.870 -3.508 2.384 0.179
H 0.292 5.134 1.764 0.460
H 0.490 -0.802 -0.542 -0.212
H -2.349 -1.392 2.016 -0.121
H 2.101 2.271 -2.811 -0.124
H 1.349 0.696 0.043 -0.215
H -0.349 -2.708 5.786 0.468
H 3.189 1.745 2.652 0.189
H -1.165 4.174 1.752 0.231
H 1.235 -6.452 1.377 0.424
H 4.206 0.225 -7.692 0.339
H 2.962 -2.426 0.289 0.251
H 2.139 2.443 -7.295 0.245
H 3.987 3.837 -7.815 0.266
H 3.671 -6.081 2.508 -0.227
H 3.837 2.080 -3.189 0.359
H 2.498 -8.355 2.453 0.395
H 0.880 3.400 0.357 0.346
H -6.791 -3.285 2.260 0.337
H -5.198 -2.329 0.267 0.340
H -5.556 5.909 -2.489 0.362
H 3.759 3.387 -5.619 0.434
H 2.659 0.552 -8.616 0.349
H 0.671 -1.331 2.303 -0.218
H 1.943 -8.009 4.076 0.394
H 3.292 3.901 2.877 0.302
H -3.986 -0.079 1.878 0.263
H 5.736 -4.279 2.139 0.321
H -0.747 1.817 -0.124 -0.282
H -1.097 5.688 0.805 0.313
H -0.955 -0.526 -5.361 0.339
H 2.949 3.569 -3.607 0.412
H 2.122 -1.911 5.646 0.315
H -4.804 2.762 1.857 0.376
H -4.748 3.327 -2.009 0.382
H -2.674 6.341 -2.439 0.264
H -1.906 -0.509 0.726 -0.098
H 1.796 5.430 -0.607 0.412
H -4.055 -0.626 -1.217 0.443
H -0.310 -1.722 -2.562 0.318